No. 1
Below is a structure of composition C3H5NS2, with properties calculated with the ωB97M-V functional and the def2-TZVPD basis.

- electronic energy (Eh) = -968.2665
- gap between HOMO and LUMO (Ha) = 0.3045
- energy relative to the best compared isomer or geometry (same formula, charge and spin) (eV) = 4.858
- HOMO (eV) = -7.771

Atoms and positions in Å:
1 C 0.73928 -1.41493 -0.57242
2 C 1.31702 -0.27375 -0.47856
3 C 1.39693 0.98733 -0.16296
4 N -1.11534 0.13526 0.64513
5 S -1.89626 1.37049 -0.25138
6 S -1.08086 -1.27783 -0.05566
7 H 1.08165 -2.37188 -0.89887
8 H 1.32505 1.76768 -0.90197
9 H 1.72041 1.28040 0.82406
10 H -2.62323 1.83200 0.77960
11 H -0.86465 -2.03477 1.07304

=====

No. 2
Below is an isolated molecule of C3H5NS3, with properties calculated with the ωB97M-V functional and the def2-TZVPD basis.

- electronic energy (Eh) = -1366.4857
- gap between HOMO and LUMO (Ha) = 0.2786
- energy relative to the best compared isomer or geometry (same formula, charge and spin) (eV) = 3.489
- HOMO (eV) = -8.367
- SMILES = S=CCC(=S)NS

Atoms and positions in Å:
1 C 0.49104 0.25815 0.12054
2 C -0.83246 0.46792 0.68782
3 C -1.83695 0.25742 -0.38603
4 H 3.24964 -0.04907 -1.31719
5 H 0.52086 -1.78735 0.41723
6 H -0.90909 1.47764 1.35514
7 H -1.04751 -0.44444 1.30037
8 H -2.05897 1.14962 -1.04712
9 N 1.24339 -0.94260 0.10350
10 S 2.92982 -1.26019 -0.31386
11 S 1.01129 1.87865 -0.43755
12 S -2.76107 -1.00576 -0.48286

=====

No. 3
Below is an isolated molecule of C3H5NS3, with properties calculated with the ωB97M-V functional and the def2-TZVPD basis.

- electronic energy (Eh) = -1366.5390
- gap between HOMO and LUMO (Ha) = 0.2784
- energy relative to the best compared isomer or geometry (same formula, charge and spin) (eV) = 2.040
- HOMO (eV) = -8.947
- SMILES = S=C(/C=N/S)CS

Atoms and positions in Å:
1 C 0.13696 1.25446 0.88113
2 C -0.62817 1.02294 -0.39664
3 C -0.14848 -0.22665 -1.09595
4 H -0.53447 -0.79211 1.88200
5 H 0.11710 2.27002 1.06393
6 H 1.18376 1.01393 0.80457
7 H -0.36045 -0.26676 -2.30046
8 H 1.56280 -2.96163 -0.36808
9 N 0.45442 -1.19797 -0.36559
10 S -0.65258 0.51684 2.30183
11 S -1.96170 1.80766 -0.95168
12 S 0.83083 -2.44075 -1.45506

=====

No. 4
Below is a cluster of 2 separate species, C3H5NSe in total, with properties calculated with the ωB97M-V functional and the def2-TZVPD basis.

- electronic energy (Eh) = -2573.2994
- gap between HOMO and LUMO (spin up / spin down) (Ha) = 0.2748 / 0.3118
- energy relative to the best compared isomer or geometry (same formula, charge and spin) (eV) = 4.155
- HOMO (spin up / spin down) (eV) = -8.374 / -9.648

Atoms and positions in Å:
1 C -1.10352 -1.26508 0.00316
2 C 0.40289 1.01653 0.83741
3 C 0.15045 -1.02077 -0.69949
4 N -2.02426 -1.63971 0.54801
5 Se 1.59975 -0.27528 0.09714
6 H 0.10068 1.61303 -0.02519
7 H -0.29614 0.75679 1.56045
8 H 1.10938 1.61290 1.37330
9 H 0.47851 -1.62292 -1.60448
10 H -0.41774 0.82452 -2.09032

=====

No. 5
Below is a cluster of 2 separate species, C3H5NSi in total, with properties calculated with the ωB97M-V functional and the def2-TZVPD basis.

- electronic energy (Eh) = -461.4263
- gap between HOMO and LUMO (spin up / spin down) (Ha) = 0.3306 / 0.3307
- energy relative to the best compared isomer or geometry (same formula, charge and spin) (eV) = 2.349
- HOMO (spin up / spin down) (eV) = -10.328 / -10.329

Atoms and positions in Å:
1 C 2.64530 0.04608 -0.09994
2 C -1.56618 -1.03876 -0.22532
3 C -0.69313 -0.34314 0.49447
4 N 3.67658 -0.45849 -0.08261
5 Si 0.10934 1.24724 -0.04820
6 H -1.97739 -1.97399 0.11274
7 H -1.92174 -0.69791 -1.18338
8 H -0.37023 -0.74961 1.44694
9 H -0.16454 1.70791 -1.39854
10 H 0.26199 2.26067 0.98384

=====

No. 6
Below is a structure of composition C3H5NaO3, with properties calculated with the ωB97M-V functional and the def2-TZVPD basis.

- total charge = +1
- electronic energy (Eh) = -504.8793
- 2S+1 = 2
- gap between HOMO and LUMO (spin up / spin down) (Ha) = 0.3034 / 0.2907
- energy relative to the best compared isomer or geometry (same formula, charge and spin) (eV) = 5.618
- HOMO (spin up / spin down) (eV) = -12.770 / -13.149

Atoms and positions in Å:
1 H 0.68043 -1.05224 -1.72320
2 C 1.21449 -1.00354 -0.76858
3 C 0.54778 -1.67112 0.42434
4 O -0.70655 -1.03722 0.59115
5 C -0.71233 0.24982 0.19961
6 O -1.95491 0.47925 -0.22137
7 H 2.30000 -1.13577 -0.83339
8 H 0.41590 -2.75158 0.38082
9 H -2.29499 1.30286 0.14858
10 Na 1.14426 2.31521 -0.72532
11 O 1.12049 0.26278 -0.07935
12 H 1.36585 -0.64097 1.08254